The following is a DFT calculation (ωB97M-V with the def2-TZVPD basis set) of a 3-piece molecular cluster, C4H12NS2 overall in a non-equilibrium geometry.

Properties
Kohn-Sham gap in eV: 5.56
Total charge: +1
Relative energy (zero: lowest compared OMol25 entry of this formula, charge and spin) in kcal/mol: 214.1
Multiplicity: 1
HOMO in eV: -13.87

Geometry as XYZ:
```
19
Properties=species:S:1:pos:R:3:forces:R:3:nbo_charge:R:1
N -0.8113 1.3776 0.6717 -1.8 -0.3 1.4 -0.5433
C -1.1241 0.7632 -0.5889 0.8 0.0 0.2 -0.1026
C -0.3995 1.3527 -1.8204 -0.6 -2.0 0.4 -0.6122
C -1.0072 -0.8458 -0.4868 -2.1 0.8 1.8 -0.6632
S -1.3946 -1.4921 1.1275 0.8 -0.2 -1.6 0.2670
S 1.7795 -0.1369 -0.0585 0.3 -0.6 2.1 0.2497
C 1.9908 -1.2926 1.2873 0.9 -0.3 -1.0 -0.7973
H -1.4352 0.8604 1.3377 0.2 1.1 -0.2 0.3714
H 0.7568 0.5837 1.6835 1.2 -0.9 -1.9 0.3732
H 0.1303 0.9692 1.1150 -0.9 1.2 -1.1 0.1002
H -2.2157 0.8785 -0.7073 0.2 0.2 0.3 0.2759
H -0.2781 2.4214 -2.0000 -0.5 -0.1 0.6 0.2664
H -1.0002 0.8677 -2.6095 0.9 0.5 -0.4 0.2289
H 0.5848 0.8961 -1.7262 0.1 0.3 -1.0 0.1992
H -1.6674 -1.3292 -1.2237 0.5 -0.2 0.0 0.3086
H 0.0295 -1.2230 -0.7358 1.2 0.4 0.2 0.3174
H 2.6930 -2.0918 1.0407 -0.2 0.0 -0.1 0.2696
H 1.0276 -1.7904 1.5335 -0.9 0.0 0.0 0.2394
H 2.3408 -0.7688 2.1601 0.0 0.0 0.4 0.2519
```
Forces are in eV/Å.

The following is a DFT calculation (ωB97M-V with the def2-TZVPD basis set) of a 2-piece molecular cluster, C4H12O overall in a non-equilibrium geometry.

Properties
Kohn-Sham gap (alpha / beta) in eV: 2.56 / 9.92
Total charge: -1
Relative energy (zero: lowest compared OMol25 entry of this formula, charge and spin) in kcal/mol: 38.9
Multiplicity: 2
HOMO (alpha / beta) in eV: 1.39 / -6.06

Geometry as XYZ:
```
17
Properties=species:S:1:pos:R:3:forces:R:3:nbo_charge:R:1
C 0.2878 1.7017 0.6929 1.9 -2.1 -2.1 -0.2834
C 0.3471 3.1164 -0.0041 -1.8 -2.7 -1.3 -1.1821
O 0.9049 0.5674 -0.1476 -0.7 0.9 -0.1 -0.8419
H 1.0384 1.5079 1.4285 -0.3 1.2 1.7 0.1866
H -0.6273 1.1214 0.9026 -0.2 1.7 0.3 0.1830
H 0.0729 3.0633 -1.1111 0.6 -0.4 1.1 0.1839
H 1.2277 1.0452 -0.8994 0.5 0.0 -1.0 0.4444
H 1.1968 3.7432 0.0699 1.1 0.1 0.5 0.2023
H -0.5129 3.6242 0.3249 -1.2 1.2 0.9 0.1982
C -1.4330 -2.2964 -0.1349 -2.2 -0.2 0.2 -0.6729
C -0.0377 -2.9855 -0.3264 -0.8 -0.9 1.2 -0.6473
H -1.4800 -1.3264 0.4076 1.0 -0.3 -0.7 0.2235
H -2.0640 -2.8693 0.6076 0.5 -0.1 -1.0 0.1826
H -2.1454 -2.1030 -1.0463 1.8 -0.6 1.3 0.2019
H 0.2214 -3.6036 0.5793 -0.6 0.4 -0.6 0.1869
H 0.1162 -3.6975 -1.1635 -0.5 0.8 0.2 0.1986
H 0.7317 -2.2620 -0.2846 0.8 1.0 -0.6 0.2357
```
Forces are in eV/Å.